DFT (ωB97M-V/def2-TZVPD) results for a molecular structure, C44H70GeN4P3Pd.

Computed properties:
M	927.02	g mol⁻¹
2S+1	2
<S²>	0.754
energy relative to the best compared isomer or geometry (same formula, charge and spin)	0.0	kJ/mol
electronic energy	-140586.5616	eV
total charge	0

CARTESIAN COORDINATES (ANGSTROEM)
Pd 0.2323 0.0498 0.2114
C 1.7577 1.1791 3.8589
C 0.3998 0.4951 3.7694
C -0.7017 1.5415 3.8505
P 0.2505 -0.6765 2.3333
C -1.2293 -1.6479 2.8950
N -1.9619 -2.2350 1.8006
Ge -1.5566 -1.5762 0.0298
N -0.7661 -2.6837 -1.3817
C 0.4551 -2.1796 -2.0190
P 0.1534 -0.3758 -2.3178
C 1.5141 0.4070 -3.3821
C 2.0162 1.7196 -2.9163
C 2.6125 -0.5792 -3.7860
C -1.0902 -0.4786 -3.7709
C -0.4559 -0.9916 -5.0780
C -2.3930 -1.2867 -3.6756
C -1.5241 -3.6238 -2.0479
C -1.1318 -4.3509 -3.1801
C -2.0413 -5.1417 -3.8695
C -3.3604 -5.2426 -3.4616
C -3.7454 -4.5929 -2.2945
C -2.8363 -3.8365 -1.5853
N -3.1252 -3.2510 -0.2962
C -2.9063 -4.1620 0.8043
C -3.1992 -5.5082 0.7744
C -3.0462 -6.2768 1.9250
C -2.6196 -5.6659 3.0891
C -2.2838 -4.3164 3.1128
C -2.3720 -3.5472 1.9483
C -4.3896 -2.5436 -0.1859
C -5.5699 -3.2028 0.0968
C -6.7748 -2.5142 0.1188
C -6.7635 -1.1570 -0.1557
C -5.5777 -0.4817 -0.4006
C -4.3436 -1.1499 -0.3792
N -3.1027 -0.5701 -0.5174
C -2.9767 0.8171 -0.9290
P -1.7791 1.8378 0.0413
C -2.9418 2.6167 1.2763
C -3.9755 3.6243 0.7786
C -3.6538 1.4703 2.0039
C -1.3470 3.1386 -1.2147
C -0.5422 4.2374 -0.5211
C -2.4193 3.7117 -2.1407
C 1.5849 -1.8980 2.7030
C 1.7595 -2.3213 4.1602
C 1.4303 -3.1037 1.7758
H 1.8083 1.7581 4.7842
H 1.9028 1.8596 3.0230
H 2.5830 0.4705 3.8610
H 0.3032 -0.1746 4.6322
H -0.6467 2.2117 2.9917
H -0.5574 2.1421 4.7517
H -1.7008 1.1166 3.8949
H -1.8670 -1.0420 3.5453
H -0.7984 -2.4310 3.5207
H 0.6517 -2.7034 -2.9503
H 1.3345 -2.2865 -1.3796
H 0.9454 0.6547 -4.2861
H 2.1000 1.6271 -0.6607
H 1.3220 2.4923 -2.6175
H 3.0364 2.0143 -3.1159
H 3.1534 -0.9586 -2.9204
H 3.3342 -0.0821 -4.4383
H 2.2069 -1.4327 -4.3267
H -1.3429 0.5815 -3.9079
H -0.1622 -2.0382 -4.9700
H 0.3945 -0.4299 -5.4524
H -1.2239 -0.9625 -5.8538
H -2.2028 -2.3318 -3.9179
H -3.0769 -0.9078 -4.4397
H -2.8935 -1.2655 -2.7220
H -0.1161 -4.3045 -3.5458
H -1.7053 -5.6765 -4.7493
H -4.0714 -5.8353 -4.0203
H -4.7621 -4.6731 -1.9318
H -3.5505 -5.9629 -0.1421
H -3.2807 -7.3323 1.9084
H -2.5341 -6.2425 4.0017
H -1.9647 -3.8765 4.0462
H -5.5412 -4.2651 0.3057
H -7.6992 -3.0310 0.3361
H -7.6922 -0.5998 -0.1681
H -5.6282 0.5808 -0.5898
H -3.9455 1.3124 -0.9306
H -2.6279 0.8814 -1.9648
H -2.2946 3.1405 1.9857
H -4.5772 3.2268 -0.0422
H -3.5184 4.5549 0.4459
H -4.6636 3.8685 1.5927
H -4.4738 1.0833 1.3972
H -4.0802 1.8214 2.9464
H -2.9943 0.6277 2.2142
H -0.6474 2.5756 -1.8462
H -1.1836 4.8547 0.1132
H -0.0762 4.8975 -1.2563
H 0.2476 3.8125 0.1032
H -3.1332 4.3426 -1.6155
H -2.9796 2.9320 -2.6589
H -1.9409 4.3309 -2.9046
H 2.4730 -1.3499 2.4054
H 0.8420 -2.7039 4.6129
H 2.1279 -1.5062 4.7837
H 2.4952 -3.1268 4.2114
H 0.4979 -3.6460 1.9620
H 2.2518 -3.8060 1.9336
H 1.4366 -2.7932 0.7296
C 4.0241 -0.2535 -0.8144
C 3.7054 0.7142 0.3245
C 4.2434 0.0536 1.5956
C 4.5285 1.9988 0.1129
C 2.2064 1.1231 0.3053
H 5.0665 -0.5840 -0.7733
H 3.8609 0.2190 -1.7790
H 3.3839 -1.1393 -0.7474
H 5.3357 0.0202 1.5477
H 3.9083 -0.9800 1.6840
H 3.9771 0.6020 2.4994
H 5.5974 1.7798 0.0231
H 4.3928 2.6845 0.9532
H 4.2065 2.5165 -0.7936
H 2.0923 1.9525 1.0123

=====

DFT (ωB97M-V/def2-TZVPD) results for 13 unconnected molecules or ions with the total composition C44H70O43S4 in a non-equilibrium geometry.

Computed properties:
M	1415.27	g mol⁻¹
energy relative to the best compared isomer or geometry (same formula, charge and spin)	0.0	kJ/mol
electronic energy	-178144.9623	eV
total charge	0

CARTESIAN COORDINATES (ANGSTROEM)
C 4.0873 -4.9098 4.7624
C 3.1009 -5.7185 3.9434
C 1.7991 -5.8966 4.7083
O 0.8084 -5.3113 3.8760
C 1.3733 -4.9075 2.7185
O 0.7644 -4.4985 1.7794
O 2.6996 -5.0003 2.7970
H 3.8351 -3.8562 4.9109
H 5.0957 -4.8453 4.3481
H 4.1753 -5.3079 5.7761
H 3.6001 -6.6594 3.7088
H 1.8673 -5.4173 5.6834
H 1.6392 -6.9657 4.8606
C 1.0463 4.5796 -4.7479
C 2.0248 3.8435 -3.8473
C 1.4978 2.7703 -2.9432
O 2.4574 1.7401 -2.9476
C 3.3640 1.9835 -3.9326
O 4.3027 1.2925 -4.1753
O 3.0210 3.0959 -4.5903
H 0.6115 3.8811 -5.4666
H 1.5244 5.4587 -5.1670
H 0.1267 4.8657 -4.2295
H 2.6379 4.5189 -3.2430
H 0.5524 2.4168 -3.3754
H 1.2145 3.1640 -1.9662
C -4.1599 0.7557 -1.1711
C -4.2810 0.7781 -2.7014
C -4.0522 2.2159 -3.2017
O -2.7681 2.1902 -3.7792
C -2.2644 0.9438 -3.7505
O -1.1811 0.6322 -4.1388
O -3.1303 0.0797 -3.1793
H -5.1120 1.0817 -0.7441
H -3.3403 1.3352 -0.7505
H -3.9655 -0.2469 -0.7795
H -5.2137 0.3791 -3.0936
H -4.0838 2.8761 -2.3374
H -4.8499 2.4074 -3.9211
C 5.2389 -0.8055 -1.0327
C 6.1927 -0.9139 -2.2356
C 7.6636 -0.8473 -1.8808
O 8.2347 -1.8151 -2.7467
C 7.2542 -2.5287 -3.3465
O 7.4684 -3.4361 -4.0840
O 6.0165 -2.1160 -2.9488
H 4.1895 -0.8959 -1.3246
H 5.3985 0.1300 -0.4994
H 5.3139 -1.6467 -0.3380
H 6.0338 -0.0138 -2.8340
H 7.9435 -0.9583 -0.8283
H 8.0275 0.1663 -2.0632
C -3.7773 0.0926 4.5642
C -3.1204 1.2604 3.8645
C -2.4472 0.9784 2.5578
O -3.0240 1.8130 1.5949
C -4.1036 2.4020 2.1172
O -4.8972 3.0533 1.5127
O -4.1827 2.1965 3.4749
H -4.4476 -0.4800 3.9244
H -4.3333 0.4080 5.4494
H -3.0313 -0.5732 5.0076
H -2.4188 1.7575 4.5344
H -2.4199 -0.0988 2.3726
H -1.3955 1.2645 2.6248
C 3.8468 2.8116 0.1063
C 5.0886 3.4280 -0.5172
C 6.4234 2.9057 0.0313
O 7.0845 2.4380 -1.1334
C 6.3396 2.7171 -2.2340
O 6.7364 2.5178 -3.3395
O 5.1294 3.1768 -1.9237
H 3.6842 2.9249 1.1836
H 3.7464 1.7658 -0.1841
H 2.9109 3.3183 -0.1592
H 5.0474 4.5132 -0.3917
H 6.1666 2.0550 0.6661
H 6.9960 3.6854 0.5282
C -6.9466 -0.1400 1.7820
C -6.4332 -1.5342 2.0297
C -6.9861 -2.5154 0.9343
O -5.8133 -2.9176 0.2113
C -4.6809 -2.4246 0.7669
O -3.5774 -2.6209 0.3941
O -5.0314 -1.5449 1.7351
H -8.0370 -0.1061 1.7774
H -6.6252 0.2411 0.8123
H -6.5592 0.5613 2.5232
H -6.6134 -1.9506 3.0183
H -7.5727 -1.9252 0.2342
H -7.5084 -3.3826 1.3265
C -5.6255 -2.7423 -3.5478
C -4.8987 -3.9317 -2.9499
C -4.6887 -5.0183 -3.9930
O -3.3171 -5.3068 -3.9862
C -2.6795 -4.4691 -3.1204
O -1.5154 -4.5299 -2.9048
O -3.5325 -3.5753 -2.5907
H -6.6201 -3.0361 -3.8894
H -5.0667 -2.3543 -4.3996
H -5.7920 -1.9183 -2.8527
H -5.4024 -4.4051 -2.1088
H -4.9872 -4.6923 -4.9943
H -5.3118 -5.8926 -3.7921
C 0.9236 2.9220 3.9852
C 1.1996 4.3596 3.5901
C 2.6418 4.7689 3.6767
O 2.8096 5.7392 2.6587
C 1.9473 5.4119 1.6774
O 2.0026 5.7739 0.5411
O 1.0548 4.5470 2.1656
H 1.4245 2.7155 4.9364
H 1.2263 2.1582 3.2701
H -0.1135 2.7010 4.2449
H 0.4718 5.0211 4.0642
H 3.2965 3.9134 3.4855
H 2.9218 5.2242 4.6271
C -1.8193 4.6807 0.0602
C -0.7967 5.1968 -0.9779
O -0.9419 6.6050 -1.0679
S -1.5139 7.2230 0.3206
O -2.6539 8.0520 0.0827
O -0.4568 7.7402 1.1362
O -1.9469 5.7703 0.9650
H -1.4271 3.8778 0.6790
H -2.7939 4.5104 -0.4005
H -1.0685 4.7737 -1.9440
H 0.1936 4.8769 -0.6603
C -0.8846 -1.4155 -1.0265
C -0.2784 -1.9454 0.3054
O 0.0369 -0.7612 1.0254
S 0.3693 0.4256 0.0215
O 1.5671 0.1689 -0.7031
O 0.1251 1.6982 0.6240
O -0.8994 0.0338 -0.8905
H -1.8621 -1.7862 -1.3335
H -0.3481 -1.6765 -1.9404
H 0.6306 -2.5203 0.1292
H -0.9088 -2.6071 0.8911
C -1.8927 -3.0410 3.7614
C -1.5848 -3.5122 5.1888
O -0.7877 -2.4526 5.7527
S 0.0856 -1.7029 4.5674
O 1.3655 -2.3956 4.5155
O 0.0564 -0.2960 4.7773
O -0.9096 -2.1087 3.3388
H -2.8884 -2.6499 3.5389
H -1.8354 -3.8495 3.0232
H -1.0478 -4.4527 5.2581
H -2.5070 -3.4633 5.7643
C 2.4743 -1.8031 -3.8762
C 2.7958 -3.0131 -4.7378
O 2.3706 -4.1515 -4.0033
S 2.4099 -3.9287 -2.3953
O 3.7860 -4.0546 -1.9930
O 1.3702 -4.6933 -1.7926
O 2.0106 -2.3563 -2.6339
H 1.6275 -1.1927 -4.1907
H 3.3080 -1.1376 -3.6565
H 3.8639 -3.0849 -4.9460
H 2.2209 -3.1007 -5.6575

=====

DFT (ωB97M-V/def2-TZVPD) results for a molecular structure, C44H72BBrCl2N4OP2SbZr in a non-equilibrium geometry.

Computed properties:
M	1109.64	g mol⁻¹
energy relative to the best compared isomer or geometry (same formula, charge and spin)	126.0	kJ/mol
electronic energy	-176960.6587	eV
total charge	+1

CARTESIAN COORDINATES (ANGSTROEM)
Zr 0.1697 -0.6361 1.1034
C 0.7604 2.9958 4.6542
C 1.7753 1.8528 4.5331
C 2.4986 1.6528 5.8664
C 2.8050 2.2502 3.4566
P 0.9625 0.3175 3.8222
C 2.2344 -0.9571 4.2960
N 2.3134 -2.0105 3.3217
B 1.6601 -2.0483 2.0474
N 2.2529 -3.1861 1.3809
C 1.9957 -3.6359 0.0353
P 1.2391 -2.2573 -0.9657
C 2.7793 -1.3098 -1.5456
C 3.8673 -2.1200 -2.2588
C 2.3199 -0.1636 -2.4465
C 3.4134 -0.6787 -0.2939
C 0.3981 -3.1558 -2.3841
C -0.4515 -4.3189 -1.8583
C -0.5684 -2.1444 -3.0211
C 1.3700 -3.6906 -3.4291
C 3.1732 -3.8081 2.2333
C 3.9682 -4.9297 2.0566
C 4.8220 -5.2964 3.0967
C 4.8753 -4.5578 4.2764
C 4.0736 -3.4331 4.4564
C 3.2206 -3.0701 3.4274
C -0.5121 -0.2047 4.9042
C -0.3001 -0.0175 6.4035
C -1.7531 0.5937 4.4767
C -0.7747 -1.6835 4.6291
H 1.3002 3.9225 4.8757
H 0.0461 2.8296 5.4628
H 0.2066 3.1346 3.7264
H 2.9518 2.6104 6.1377
H 3.3056 0.9205 5.8080
H 1.8311 1.3677 6.6727
H 3.3488 3.1408 3.7847
H 2.3126 2.4850 2.5095
H 3.5432 1.4630 3.2750
H 2.0046 -1.3300 5.2947
H 3.2020 -0.4626 4.3573
H 1.3166 -4.4863 0.0285
H 2.9183 -3.9620 -0.4422
H 3.6296 -2.2938 -3.3036
H 4.0722 -3.0843 -1.7888
H 4.8001 -1.5486 -2.2297
H 1.9285 -0.5175 -3.4012
H 3.1686 0.4948 -2.6624
H 1.5403 0.4401 -1.9790
H 3.7902 -1.4155 0.4122
H 2.7215 -0.0159 0.2393
H 4.2523 -0.0537 -0.6110
H -1.1445 -4.0129 -1.0779
H 0.1524 -5.1552 -1.4979
H -1.0521 -4.6881 -2.6960
H -1.2515 -1.7255 -2.2772
H -1.1685 -2.6457 -3.7905
H -0.0409 -1.3197 -3.4929
H 2.1625 -4.3052 -2.9932
H 1.8242 -2.8908 -4.0140
H 0.8040 -4.3223 -4.1208
H 3.9236 -5.5162 1.1438
H 5.4541 -6.1693 2.9845
H 5.5485 -4.8647 5.0683
H 4.1200 -2.8631 5.3786
H -0.2399 1.0320 6.6891
H 0.5925 -0.5335 6.7669
H -1.1600 -0.4486 6.9274
H -1.6020 1.6683 4.5903
H -2.6003 0.2987 5.1067
H -2.0265 0.4085 3.4436
H 0.0328 -2.3369 4.9637
H -0.9383 -1.8674 3.5712
H -1.6926 -1.9798 5.1451
O -3.2409 6.1377 0.0011
C -2.7367 5.1487 0.7593
C -3.1437 4.8835 2.0618
C -2.5390 3.8412 2.7348
N -1.5904 3.0660 2.1974
C -1.2540 3.3503 0.9754
Br 0.1036 2.2330 0.1780
C -1.7528 4.3562 0.1850
H -3.9027 6.6406 0.4857
H -3.9185 5.4741 2.5389
H -2.8177 3.6107 3.7581
H -1.4126 4.5406 -0.8222
C -1.7329 1.9817 -6.9976
C -1.2378 0.9493 -5.9817
C 0.1071 0.3516 -6.4151
Sb -1.0724 1.7152 -3.9423
C -3.1767 2.0316 -3.4697
C -3.9342 0.7237 -3.7213
C -3.8611 3.2110 -4.1627
C -0.5127 3.7470 -4.4763
C -0.6643 4.6655 -3.2661
C 0.9203 3.7751 -5.0081
H -1.8175 1.5234 -7.9904
H -1.0347 2.8201 -7.0880
H -2.7124 2.3860 -6.7389
H -1.9700 0.1394 -5.9030
H 0.9167 1.0875 -6.3636
H 0.0510 0.0061 -7.4549
H 0.3983 -0.5072 -5.8027
H -3.1537 2.2054 -2.3898
H -3.9672 0.4846 -4.7900
H -4.9700 0.8116 -3.3714
H -3.4820 -0.1247 -3.1944
H -3.9816 3.0254 -5.2316
H -3.3234 4.1527 -4.0481
H -4.8660 3.3549 -3.7477
H -1.1962 4.0738 -5.2627
H 0.0812 4.4204 -2.5002
H -1.6599 4.5842 -2.8207
H -0.5167 5.7138 -3.5508
H 1.6243 3.3771 -4.2696
H 1.2272 4.8032 -5.2335
H 1.0331 3.1935 -5.9267
Cl -4.3861 0.6574 0.1081
C -4.1003 -1.0331 0.4076
C -5.1488 -1.9288 0.3197
C -4.9409 -3.2808 0.5675
C -3.6716 -3.7242 0.9013
C -2.6488 -2.7961 0.9676
Cl -1.0150 -3.2964 1.3543
C -2.7853 -1.4261 0.7244
N -1.7171 -0.5706 0.7814
H -6.1345 -1.5639 0.0603
H -5.7638 -3.9828 0.5021
H -3.4743 -4.7699 1.1125